No. 1
# H3PS2

H3PS2 in the gas phase (ωB97M-V/def2-TZVPD, the Open Molecules 2025 dataset).

```
6
Properties=species:S:1:pos:R:3:forces:R:3:mulliken_charge:R:1
P 0.33902 0.22244 -0.44943 -1.3 0.5 1.1 0.102
S -0.33073 -1.10557 -1.69625 0.7 0.7 -0.1 -0.313
S -1.13005 0.37058 1.21724 1.0 0.2 -1.0 -0.246
H 1.36008 -0.21676 0.44121 0.2 0.5 -0.8 0.135
H 0.60397 1.67021 -0.81417 -0.2 -1.9 0.5 0.145
H -0.84229 -0.94091 1.30140 -0.3 0.1 0.2 0.176
```
Forces are in eV/Å.

Values from the calculation:
HOMO-LUMO gap = 9.22 eV
Relative energy (zero: lowest compared OMol25 entry of this formula, charge and spin) = 11.96 kcal per mole
Structure (SMILES) = S=[PH2]S
Maximum force = 2.0 eV/A
HOMO energy = -9.073 eV
Total charge = 0



No. 2
# C4H9NO2

C4H9NO2 in the gas phase (ωB97M-V/def2-TZVPD, the Open Molecules 2025 dataset).

```
16
Properties=species:S:1:pos:R:3:forces:R:3:mulliken_charge:R:1
C -2.53240 0.07689 -0.12640 0.0 0.0 0.0 -1.186
C -1.11593 0.64747 -0.19059 0.1 0.0 0.0 -0.183
C -0.14116 -0.22516 0.58469 -0.2 -0.1 0.0 -0.514
O 1.16206 0.37885 0.60702 0.2 0.1 0.0 -0.328
C 2.20752 -0.15558 -0.03561 0.2 0.2 0.1 0.746
O 1.94470 -1.32939 -0.64309 0.1 0.0 0.0 -0.503
N 3.36872 0.34849 -0.08535 -0.3 -0.1 0.0 -0.771
H -2.87350 0.01185 0.91281 0.0 0.0 -0.1 0.318
H -3.23698 0.70332 -0.68352 0.1 -0.1 0.1 0.338
H -2.58489 -0.93367 -0.54917 0.1 0.2 0.0 0.325
H -0.78565 0.72879 -1.23215 0.0 0.0 0.1 0.245
H -1.08862 1.66036 0.22984 0.0 -0.2 -0.1 0.280
H -0.45648 -0.30460 1.63186 0.1 0.0 -0.2 0.278
H -0.08482 -1.22990 0.16372 0.0 0.1 0.0 0.354
H 3.41694 1.22665 0.42295 -0.1 -0.1 0.0 0.257
H 2.80049 -1.60439 -1.00701 -0.2 0.0 0.0 0.343
```
Forces are in eV/Å.

Values from the calculation:
HOMO-LUMO gap = 10.59 eV
Relative energy (zero: lowest compared OMol25 entry of this formula, charge and spin) = 24.82 kcal per mole
Structure (SMILES) = [H]/N=C(/O)OCCC
Maximum force = 0.3 eV/A
HOMO energy = -9.725 eV
Total charge = 0



No. 3
# C5H10NOS

A molecular structure, C5H10NOS (ωB97M-V/def2-TZVPD, the Open Molecules 2025 dataset).

```
18
Properties=species:S:1:pos:R:3:forces:R:3:mulliken_charge:R:1
C -3.02960 -0.77022 0.86811 2.4 -0.8 -1.6 0.315
C 0.89345 0.30121 -1.38126 -0.3 0.6 0.2 -0.698
C -0.55100 -0.20005 -1.69857 1.7 -1.7 -1.8 -0.503
C 0.70050 0.25293 0.14901 1.1 -1.6 0.0 -0.035
C 1.94242 -0.12671 0.99762 -1.8 0.2 -1.3 -1.039
N -1.74057 -0.84776 0.93558 0.4 -0.5 0.5 -0.447
O -3.82848 -0.85132 1.88269 -1.7 0.6 -1.5 -0.420
S -0.48656 -1.19045 -0.14248 -1.7 1.6 0.9 0.286
H -3.56924 -0.91430 2.79052 1.3 -0.1 0.8 0.375
H -3.48188 -0.70736 -0.13791 -0.6 0.0 0.9 0.335
H 1.55844 -0.57015 -1.60448 -0.1 1.1 -0.3 0.314
H 1.24748 1.30947 -1.79338 -0.5 -1.7 0.4 0.335
H -1.32379 0.50940 -1.54962 -0.7 0.8 -0.3 0.383
H -0.56564 -0.83307 -2.66397 -0.6 1.1 1.6 0.342
H 0.11932 1.05719 0.57762 -0.3 0.1 0.0 0.456
H 1.55633 -0.65058 1.86513 0.4 0.1 0.4 0.349
H 2.27361 0.88767 1.25369 1.1 -0.7 0.2 0.362
H 2.55726 -0.82979 0.37515 0.0 1.1 0.9 0.290
```
Forces are in eV/Å.

Values from the calculation:
HOMO-LUMO gap = 10.85 eV
Relative energy (zero: lowest compared OMol25 entry of this formula, charge and spin) = 42.74 kcal per mole
Maximum force = 3.0 eV/A
HOMO energy = -14.518 eV
Total charge = +1



No. 4
# C17H11BF7N2O3V

A molecular structure, C17H11BF7N2O3V (ωB97M-V/def2-TZVPD, the Open Molecules 2025 dataset).

```
42
Properties=species:S:1:pos:R:3:forces:R:3:mulliken_charge:R:1
V 13.43798 5.85284 8.82887 0.6 -0.3 -0.6 0.798
F 13.24805 7.13531 11.22398 -0.2 0.3 0.3 -0.244
C 13.71996 5.84008 10.92552 -1.1 0.3 0.9 0.399
F 13.00993 5.07113 11.84294 0.1 -0.1 -0.4 -0.290
F 14.96462 5.87834 11.45324 0.8 -0.3 0.0 -0.249
F 14.80233 4.22078 8.28685 -0.7 0.0 0.2 -0.395
B 15.23001 4.73812 7.03057 1.3 0.2 -0.8 0.543
F 14.32162 5.85739 6.75070 0.1 -0.6 0.2 -0.428
F 16.52732 5.21542 7.23517 -0.5 0.2 -0.2 -0.377
F 15.19989 3.81318 6.00239 -0.4 0.3 0.5 -0.346
O 11.58815 9.16563 8.39417 0.4 1.3 -0.3 -0.720
C 11.05031 8.11915 8.61638 -0.8 -0.2 0.6 0.019
N 9.68824 7.92538 8.82090 0.6 0.4 -0.2 -0.134
C 9.37618 6.49211 8.92250 -0.8 0.7 -1.3 3.015
C 10.79255 5.94130 8.70447 -0.2 -2.3 0.0 -0.179
O 11.13724 4.74600 8.52104 -0.3 1.1 0.7 -0.902
N 11.66978 6.90795 8.71431 1.0 0.4 -0.3 -0.007
C 8.79151 6.29874 10.30894 -1.7 0.7 0.3 -0.201
C 9.56221 6.22388 11.47627 1.5 -0.5 -0.9 -0.071
C 9.00837 6.25117 12.73775 -0.7 0.0 0.7 -0.902
C 7.63147 6.41796 12.84746 -1.0 0.4 0.6 -0.327
C 6.84495 6.65292 11.72509 1.0 -0.6 -1.3 -0.841
C 7.40153 6.58054 10.43630 0.6 -0.4 0.5 -0.440
C 8.48742 6.05246 7.69335 1.1 1.2 2.2 -0.042
C 8.69317 6.70468 6.49072 0.4 -0.7 -1.2 -0.472
C 8.16808 6.14558 5.31608 0.2 0.9 -0.4 -0.677
C 7.34056 5.03653 5.41512 0.6 0.1 -0.6 -0.593
C 7.08964 4.49052 6.63972 -0.4 0.1 0.7 -0.801
C 7.60982 5.00941 7.79835 -0.1 -1.5 0.9 -0.085
H 9.07066 8.67387 8.51496 0.0 -0.7 0.2 0.336
H 10.66510 6.12213 11.38881 -0.8 0.0 0.0 0.236
H 9.60705 6.15147 13.65783 -0.2 0.0 -0.7 0.407
H 7.08135 6.42873 13.80814 0.8 0.0 -0.4 0.311
H 5.79417 6.81469 11.78242 -0.6 0.2 0.4 0.396
H 6.76109 6.69838 9.53866 0.6 0.0 0.8 0.323
H 9.41793 7.51109 6.40417 -0.2 -0.1 0.1 0.395
H 8.44974 6.58762 4.32711 -0.4 -0.5 1.0 0.327
H 7.00457 4.48945 4.56198 -0.3 0.1 -0.7 0.392
H 6.50381 3.62199 6.77195 -0.7 -0.9 -0.3 0.405
H 7.38285 4.42801 8.73666 0.6 1.1 -0.9 0.302
O 15.36650 8.65557 8.99069 -0.7 -1.0 0.2 -0.197
C 14.74179 7.71247 9.02420 0.5 0.5 -0.5 0.315
```
Forces are in eV/Å.

Values from the calculation:
HOMO-LUMO gap (spin up / spin down) = 7.78 / 9.43 eV
Relative energy (zero: lowest compared OMol25 entry of this formula, charge and spin) = 0.00 kcal per mole
<S²> = 3.76
Maximum force = 2.7 eV/A
2S+1 = 4
HOMO energy (spin up / spin down) = -5.145 / -6.801 eV
Total charge = -1